{
  "formula": "C4H11NO",
  "method": "ωB97M-V with the def2-TZVPD basis set",
  "symbols": ["C", "C", "N", "C", "C", "H", "H", "H", "H", "H", "H", "H", "H", "H", "O", "H", "H"],
  "positions_angstrom": [[-0.8327, 0.2618, 0.4055], [0.1141, -0.2592, -0.3783], [1.0867, -1.1256, 0.1176], [0.2945, 0.0667, -1.8539], [-1.0068, 0.3582, -2.5999], [-1.4934, 1.0403, 0.0446], [-0.9561, -0.0319, 1.4366], [1.4071, -1.8897, -0.4599], [1.0539, -1.3131, 1.1094], [0.7855, -0.7973, -2.3115], [0.9058, 0.9708, -1.9365], [-1.7381, -0.4507, -2.5977], [-1.4951, 1.2376, -2.1841], [-0.7792, 0.6354, -3.6334], [0.6839, 0.0956, 5.0184], [1.1003, 0.3808, 4.1984], [0.8697, 0.8204, 5.6247]],
  "forces_ev_per_angstrom": [[-0.097, 0.335, -0.240], [0.038, -0.224, -0.101], [0.198, 0.161, 0.127], [-0.758, -0.103, 0.382], [0.029, 0.441, -0.194], [0.024, -0.153, -0.036], [0.106, -0.067, 0.127], [-0.142, 0.182, 0.102], [-0.076, -0.180, -0.241], [0.240, 0.283, -0.095], [0.344, -0.365, -0.041], [0.206, -0.109, 0.078], [-0.083, 0.010, 0.148], [-0.030, -0.222, 0.003], [0.116, 0.162, -0.043], [-0.047, -0.073, -0.047], [-0.069, -0.079, 0.070]],
  "mulliken_charge": [-1.071, 0.717, -0.461, -0.243, -1.202, 0.180, 0.269, 0.202, 0.189, 0.256, 0.193, 0.327, 0.298, 0.345, -0.633, 0.313, 0.320],
  "homo_lumo_gap_ev": 9.0,
  "homo_ev": -8.13,
  "lumo_energy_ev": 0.82,
  "spin_multiplicity": 1,
  "smiles": "C=C(N)CC.O"
}



{
  "formula": "C36H45CrN14NiO15",
  "method": "ωB97M-V with the def2-TZVPD basis set",
  "symbols": ["Ni", "Cr", "N", "O", "O", "O", "N", "O", "O", "O", "N", "O", "O", "O", "N", "O", "O", "O", "N", "O", "O", "O", "N", "C", "C", "C", "C", "H", "H", "H", "H", "H", "N", "C", "C", "C", "C", "H", "H", "H", "H", "H", "N", "C", "C", "C", "C", "H", "H", "H", "H", "H", "N", "C", "C", "C", "C", "H", "H", "H", "H", "H", "N", "C", "C", "C", "C", "H", "H", "H", "H", "H", "N", "C", "C", "C", "C", "H", "H", "H", "H", "H", "N", "C", "C", "C", "C", "H", "H", "H", "H", "H", "N", "C", "C", "C", "C", "H", "H", "H", "H", "H", "N", "C", "C", "C", "C", "H", "H", "H", "H", "H"],
  "positions_angstrom": [[2.1745, -0.2976, 3.8622], [1.7312, -4.0803, 1.2188], [1.0046, -3.3529, 4.3580], [1.3935, -2.1989, 4.3962], [0.3947, -3.8766, 5.2570], [1.2289, -3.9305, 3.2763], [1.4347, -3.7094, -1.5172], [0.7201, -4.2817, -0.7094], [1.1394, -3.3367, -2.6097], [2.4526, -3.6589, -0.9097], [1.6584, -6.7729, 1.1317], [0.7038, -6.1205, 1.3479], [1.7137, -7.9775, 1.1243], [2.6243, -6.0688, 0.9142], [0.7516, -0.7997, 1.0443], [0.9849, -0.2504, 2.1677], [0.1866, -0.2685, 0.1337], [1.0409, -2.0419, 1.0842], [4.2093, -2.2561, 2.2046], [3.5501, -1.4092, 2.7963], [3.5297, -3.1625, 1.7329], [5.4274, -2.2891, 2.3168], [-0.2398, 2.5119, 0.8314], [0.6906, 3.3625, 1.3969], [0.0328, 4.4465, 1.9416], [-1.3436, 4.2401, 1.8371], [-1.4963, 3.1231, 1.0371], [-0.0848, 1.5901, 0.4488], [1.7026, 3.1479, 1.0870], [0.4373, 5.3999, 2.2482], [-2.0490, 5.0117, 2.1083], [-2.4058, 2.6402, 0.7117], [1.0172, -1.3146, -4.8433], [2.1684, -0.7046, -5.3159], [1.7095, 0.2552, -6.2182], [0.3219, 0.1115, -6.4822], [-0.0391, -0.8155, -5.5195], [1.0772, -1.9880, -4.0929], [3.1467, -0.9372, -4.9220], [2.4193, 0.9085, -6.7038], [-0.3216, 0.6226, -7.1830], [-1.0660, -1.1235, -5.3898], [-2.2931, -5.1586, 1.4086], [-2.2363, -4.3099, 0.3633], [-1.9718, -3.0273, 0.8710], [-1.8890, -3.1841, 2.2139], [-2.3295, -4.4519, 2.5157], [-2.4128, -6.1519, 1.2703], [-2.2912, -4.8085, -0.5932], [-1.7660, -2.1081, 0.3425], [-1.8318, -2.3170, 2.8552], [-2.5895, -4.9612, 3.4319], [2.3534, 1.0301, -1.3769], [3.0605, -0.0977, -1.0621], [4.1386, 0.1728, -0.2661], [4.1023, 1.4990, -0.0278], [3.1534, 2.0214, -0.8281], [1.5360, 1.1379, -1.9602], [2.6120, -0.9766, -1.5013], [4.9183, -0.5364, -0.0303], [4.7713, 2.1284, 0.5402], [2.8159, 3.0364, -0.9770], [-4.0707, -1.0176, -3.5111], [-3.2884, -2.1155, -3.8319], [-2.2006, -2.1972, -2.9588], [-2.2659, -1.0319, -2.1730], [-3.3577, -0.3046, -2.5955], [-4.9789, -0.7204, -3.8380], [-3.7314, -2.7887, -4.5509], [-1.5155, -3.0312, -2.9202], [-1.5771, -0.7071, -1.4072], [-3.7322, 0.6670, -2.3087], [-1.4636, 1.7512, 4.0699], [-1.2673, 1.8535, 5.4379], [-1.3888, 0.6145, 5.9796], [-1.5153, -0.2892, 4.9329], [-1.5514, 0.4279, 3.7651], [-1.5706, 2.5115, 3.4138], [-1.0331, 2.7648, 5.9682], [-1.3846, 0.3723, 7.0321], [-1.6414, -1.3566, 5.0386], [-1.7844, 0.2503, 2.7256], [0.2762, 2.1285, -4.1338], [1.3286, 2.9517, -4.2090], [1.3097, 3.8068, -3.0881], [0.1545, 3.5006, -2.3888], [-0.4334, 2.3630, -2.9961], [0.0992, 1.3069, -4.6939], [2.0359, 2.8722, -5.0213], [1.9817, 4.5970, -2.7877], [-0.3073, 3.9551, -1.5248], [-1.2749, 1.7499, -2.7089], [-5.2741, 3.6951, -3.8385], [-3.9567, 3.7172, -3.4714], [-3.7717, 3.1520, -2.2449], [-5.0496, 2.7257, -1.8588], [-5.9908, 3.0225, -2.8451], [-5.5755, 4.0104, -4.7495], [-3.2705, 4.2160, -4.1398], [-2.8257, 3.0854, -1.7281], [-5.1586, 2.1632, -0.9433], [-7.0534, 2.8931, -2.9879], [4.0880, 1.2951, 4.1453], [3.6481, 0.8707, 5.3776], [2.3442, 1.3703, 5.4079], [1.9547, 1.9911, 4.2305], [3.0710, 1.8093, 3.4061], [5.0363, 1.2736, 3.7981], [4.2512, 0.4324, 6.1590], [1.7311, 1.2680, 6.2911], [1.0712, 2.5814, 4.0371], [3.2970, 2.2584, 2.4503]],
  "forces_ev_per_angstrom": [[-0.702, -1.819, -1.628], [1.012, 0.349, -0.689], [-0.767, -0.107, -0.588], [0.779, 3.168, 1.564], [0.280, -0.172, -0.106], [0.137, -2.717, -1.974], [-1.755, -1.273, 1.487], [-8.180, -2.721, 0.916], [0.128, 0.366, -0.999], [9.606, 3.359, 0.589], [1.067, -3.793, -0.193], [-6.679, 2.880, 1.543], [-0.061, -0.138, -0.080], [5.126, 3.634, -0.772], [0.955, -3.406, 3.444], [-0.428, 2.140, -0.769], [0.078, 0.260, -0.366], [-0.289, 0.316, -1.677], [0.637, -0.356, 2.637], [-0.403, 3.191, 1.065], [-0.091, -3.098, -2.499], [-0.815, -0.075, -1.186], [-1.918, 2.528, 1.236], [-0.145, -0.538, -1.147], [1.270, 0.050, 0.297], [-0.201, 0.009, -1.474], [0.399, -1.503, 0.540], [0.121, 0.023, -0.099], [0.202, 0.337, 0.540], [0.398, -0.301, 0.297], [-0.336, -0.397, -0.073], [0.074, -0.070, -0.037], [1.319, 0.273, -0.278], [-1.843, 1.180, -0.187], [2.140, -0.385, -0.979], [1.208, -0.604, 1.809], [-2.174, -0.327, -0.846], [-0.666, -0.067, -0.129], [-0.157, 0.132, -0.042], [-0.149, 0.084, -0.264], [0.129, -0.007, 0.196], [0.199, -0.453, 0.501], [-1.536, -0.774, -1.803], [0.964, 0.475, -1.360], [0.374, -1.180, -3.204], [-1.592, 1.054, 2.690], [1.437, -0.356, 3.251], [-0.164, 0.266, 0.420], [0.174, 0.773, -0.331], [-0.164, -0.293, -0.240], [0.091, -0.287, 0.466], [0.426, 0.327, 0.237], [3.185, 0.645, 1.185], [-1.953, -1.686, -1.313], [-0.073, -3.548, -0.431], [1.223, 3.200, 0.169], [-3.384, 2.109, -0.360], [0.139, 0.070, -0.038], [0.695, -0.579, 0.329], [-0.225, -0.073, 0.329], [0.271, -0.155, -0.082], [0.265, 0.087, 0.190], [1.878, 0.123, 0.024], [-1.109, -0.747, 0.400], [-1.332, -0.119, -1.296], [0.039, 0.870, -0.057], [-0.555, 0.402, 1.004], [0.418, -0.315, -0.326], [0.474, -0.319, 0.055], [0.109, 0.213, 0.028], [0.014, -0.064, -0.163], [0.158, -0.190, 0.231], [0.852, 0.104, 1.433], [-0.441, 1.029, -0.196], [0.606, 0.105, 0.951], [-0.407, -1.384, -0.939], [-0.743, 0.631, -0.756], [0.207, 0.022, -0.056], [-0.334, 0.221, -0.348], [0.198, 0.059, -0.056], [0.066, 0.040, -0.130], [0.154, -0.761, 0.131], [-0.591, -0.840, 0.912], [1.244, 1.198, 0.542], [0.080, -0.032, -1.356], [-1.838, -2.110, 0.471], [0.386, 1.611, 0.488], [0.224, 0.079, -0.423], [-0.062, 0.018, 0.146], [0.155, -0.060, -0.496], [0.440, 0.167, 0.134], [-0.007, 0.129, -0.219], [0.340, -0.808, 0.889], [0.452, 1.049, -1.104], [-0.161, 0.550, -0.869], [-1.096, -0.742, 0.472], [1.191, 0.584, -0.285], [-0.241, -0.154, 0.398], [0.204, -0.133, 0.146], [-0.243, -0.050, 0.039], [-0.685, 0.084, -0.009], [0.150, -0.188, 0.411], [0.752, -0.658, -0.063], [-0.425, 1.262, -0.958], [-0.958, -1.235, 3.117], [0.879, -0.244, -0.965], [0.366, 1.952, -0.268], [-0.062, -0.559, -0.058], [0.019, -0.011, -0.304], [-0.158, 0.032, -0.044], [-0.086, -0.475, -0.236], [-0.177, -0.362, -0.123]],
  "mulliken_charge": [1.053, 0.134, 0.428, -0.557, -0.587, -0.432, 1.542, -0.639, -0.883, -0.601, 1.448, -0.604, -0.662, -0.427, -0.669, 0.632, -0.488, 1.036, 0.362, -0.185, -0.410, -0.652, 2.750, -0.687, -0.946, -0.876, -1.177, -0.669, 0.481, 0.476, 0.507, 0.516, 0.351, -0.391, -0.642, -0.535, -0.496, 0.335, 0.452, 0.574, 0.355, 0.238, 0.225, -1.130, 0.125, 0.477, -1.202, 0.220, 0.451, 0.250, 0.078, 0.403, 0.729, -0.764, -0.974, -1.099, -0.427, 0.093, 0.580, 0.621, 0.775, 0.558, 0.085, -0.692, -1.097, 1.436, -1.678, 0.228, 0.468, 0.535, 0.559, 0.271, 0.112, -0.639, -1.095, -0.189, -0.455, 0.221, 0.419, 0.475, 0.461, 0.674, 0.127, -0.323, -1.385, 0.140, -0.794, 0.390, 0.354, 0.518, 0.553, 0.301, -0.001, -0.982, 0.494, -0.457, -0.896, 0.209, 0.463, 0.313, 0.463, 0.430, 0.263, -0.667, -1.187, 0.453, -0.487, 0.300, 0.467, 0.539, 0.452, 0.407],
  "homo_lumo_gap_ev": [4.9, 5.2],
  "homo_ev": [-7.52, -7.52],
  "lumo_energy_ev": [-2.66, -2.29],
  "spin_multiplicity": 6
}



{
  "formula": "CH5N5",
  "method": "ωB97M-V with the def2-TZVPD basis set",
  "symbols": ["H", "N", "N", "N", "H", "H", "N", "C", "N", "H", "H"],
  "positions_angstrom": [[-0.9324, -0.7523, -2.5771], [-0.4589, -1.3219, -1.8635], [-0.3100, -0.6146, -0.7949], [0.3245, -1.3599, 0.1674], [0.4436, -0.9990, 1.1012], [0.7809, -2.1387, -0.1700], [0.7377, 1.2597, 1.7751], [-0.0042, 1.5027, 0.8735], [-0.8804, 1.9228, 0.1536], [1.7180, 0.9828, 1.8895], [-1.4188, 1.5186, -0.5549]],
  "forces_ev_per_angstrom": [[0.186, 0.186, 0.550], [0.552, 1.406, 1.991], [-0.004, -3.081, -1.414], [-1.617, 2.440, -0.505], [-0.058, 0.256, -0.453], [1.009, -2.104, -0.547], [1.959, -1.106, 2.001], [-1.528, 0.864, -1.502], [0.886, 1.410, 1.091], [-1.007, 0.581, -0.601], [-0.379, -0.852, -0.611]],
  "mulliken_charge": [0.230, -0.760, 0.410, -0.440, 0.244, 0.263, -0.535, 0.562, -0.542, 0.283, 0.286],
  "homo_lumo_gap_ev": 10.6,
  "homo_ev": -9.63,
  "lumo_energy_ev": 0.97,
  "spin_multiplicity": 1,
  "smiles": "[H]/N=N/N.N=C=N"
}



{
  "formula": "C3H2AgLi2O3",
  "method": "ωB97M-V with the def2-TZVPD basis set",
  "symbols": ["C", "C", "O", "H", "H", "Ag", "Li", "O", "C", "O", "Li"],
  "positions_angstrom": [[0.6546, -0.8272, 0.8468], [-0.4410, -0.7141, 0.1419], [1.6125, -1.1739, 1.4382], [-0.9237, -1.6167, -0.2358], [-0.6681, 0.2781, -0.2796], [5.2259, -3.4238, 0.9144], [3.5280, -1.0610, 1.5674], [-2.5046, 2.2487, 0.7146], [-2.0314, 2.1948, -0.4068], [-2.5137, 2.3461, -1.5505], [-1.9384, 1.7491, -3.1506]],
  "forces_ev_per_angstrom": [[-1.573, -1.513, -1.150], [1.275, 0.742, -0.037], [0.802, 0.843, 0.480], [0.106, 0.235, 0.376], [-0.334, -0.181, 0.453], [-0.049, 0.117, 0.040], [-0.260, -0.230, 0.014], [0.958, -0.073, -1.376], [-0.757, -0.157, 2.024], [0.170, -0.177, -1.451], [-0.337, 0.394, 0.629]],
  "mulliken_charge": [0.693, -0.515, -0.523, 0.317, 0.028, 0.221, 0.719, -0.433, 0.296, -0.698, 0.896],
  "homo_lumo_gap_ev": [5.2, 6.4],
  "homo_ev": [-8.96, -12.21],
  "lumo_energy_ev": [-3.79, -5.78],
  "total_charge": 1,
  "spin_multiplicity": 3
}